# 1
C26H37AlBrCl4FKN4NaO9 as an isolated structure at a distorted geometry. Source: the OMol25 dataset; level of theory: the ωB97M-V functional and the def2-TZVPD basis.

Element x y z (Å)
C: 1.44 5.69 5.30
C: -0.09 5.52 5.14
C: -0.49 4.18 5.67
C: -1.17 4.02 6.91
C: -1.49 2.78 7.38
C: -1.16 1.64 6.67
N: -1.48 0.40 7.18
C: -1.13 -0.60 6.47
C: -0.43 -0.48 5.20
N: -0.07 -1.56 4.50
C: 0.72 -1.28 3.50
C: 0.32 -1.18 2.10
C: 2.17 -1.06 3.77
N: -0.13 0.72 4.69
C: -0.49 1.80 5.41
C: -0.17 3.07 4.93
H: 1.94 5.59 4.34
H: 1.83 4.89 5.93
H: 1.69 6.62 5.79
H: -0.62 6.36 5.66
H: -0.32 5.48 4.08
H: -1.42 4.91 7.47
H: -1.99 2.67 8.33
H: -1.35 -1.60 6.83
H: -0.68 -1.58 1.99
H: 1.12 -1.79 1.65
H: 0.32 -0.15 1.74
H: 2.50 -0.23 3.16
H: 2.27 -0.71 4.80
H: 2.74 -1.96 3.53
H: 0.35 3.15 3.99
Na: 2.86 -2.94 5.42
F: -0.09 7.97 5.27
K: 3.93 0.97 2.67
C: -1.02 -4.55 -0.16
C: -0.19 -4.23 -1.36
C: 0.96 -5.19 -1.56
O: 1.96 -4.33 -2.27
C: 1.68 -3.00 -1.81
O: 2.44 -2.12 -2.02
O: 0.54 -2.97 -1.18
H: -1.75 -3.76 0.02
H: -1.55 -5.49 -0.29
H: -0.36 -4.60 0.71
H: -0.80 -4.15 -2.26
H: 0.68 -6.06 -2.18
H: 1.40 -5.52 -0.62
O: 2.17 4.10 0.26
C: 1.01 4.29 -0.03
O: 0.08 3.98 0.89
C: -1.31 4.33 0.74
C: -2.07 3.32 -0.09
C: 0.60 4.80 -1.38
H: -1.41 5.34 0.35
H: -1.70 4.35 1.75
H: -1.69 3.26 -1.11
H: -3.13 3.58 -0.13
H: -1.98 2.32 0.35
H: 0.56 3.95 -2.07
H: 1.36 5.50 -1.73
H: -0.35 5.32 -1.40
C: -0.95 -4.31 -5.23
O: -1.12 -5.04 -4.23
O: 0.36 -3.80 -5.35
O: -1.75 -4.00 -6.10
H: 0.74 -4.19 -4.55
C: -1.94 0.03 -5.35
O: -2.06 -0.85 -4.52
N: -1.30 -0.13 -6.54
C: -1.17 0.96 -7.48
C: -0.76 -1.43 -6.86
H: -2.32 1.05 -5.20
H: -1.65 0.70 -8.42
H: -0.11 1.15 -7.66
H: -1.63 1.86 -7.08
H: -1.55 -2.19 -6.88
H: -0.04 -1.73 -6.11
H: -0.28 -1.38 -7.84
C: 1.04 -6.11 -8.62
Cl: 0.94 -6.60 -6.92
Cl: 1.40 -4.39 -8.71
Cl: 2.33 -7.03 -9.40
Cl: -0.49 -6.44 -9.41
Al: 3.29 -5.86 -2.80
Br: 1.46 -4.02 2.37

## Properties
Molar mass: 879.38 g mol⁻¹
Charge: +2
Lowest unoccupied orbital energy: -0.3772 Ha
Orbital gap: 1.06 eV
Electronic energy: -202114.8325 eV
Multiplicity: 1
Highest occupied orbital energy: -11.32 eV

# 2
A 3-piece molecular cluster, C4H10O overall. Source: the OMol25 dataset; level of theory: the ωB97M-V functional and the def2-TZVPD basis.

Element x y z (Å)
H: 0.17 1.27 -1.60
H: -0.36 0.95 -1.18
C: 2.07 0.32 0.53
C: 1.59 -0.82 -0.32
O: 0.94 -1.75 0.12
H: 2.29 1.21 -0.07
H: 3.00 0.01 1.02
H: 1.33 0.55 1.30
H: 1.88 -0.80 -1.39
C: -1.84 -0.88 0.63
C: -2.36 0.22 0.10
H: -1.37 -0.89 1.61
H: -1.84 -1.83 0.10
H: -2.34 1.17 0.64
H: -2.82 0.22 -0.88

## Properties
Molar mass: 74.12 g mol⁻¹
SMILES: [H][H].CC=O.C=C
Lowest unoccupied orbital energy: 0.0425 Ha
Orbital gap: 11.04 eV
Electronic energy: -6355.3588 eV
Multiplicity: 1
Relative energy (zero: lowest compared OMol25 entry of this formula, charge and spin): 2.444 eV
Highest occupied orbital energy: -9.88 eV

# 3
C15H19N3O6S2 as an isolated structure at a distorted geometry. Source: the OMol25 dataset; level of theory: the ωB97M-V functional and the def2-TZVPD basis.

Element x y z (Å)
S: 4.75 -6.71 0.92
C: 3.35 -7.16 0.39
N: 2.28 -7.39 -0.15
C: 1.22 -6.45 0.11
C: 1.41 -5.11 0.02
C: 0.34 -4.21 0.30
C: -0.90 -4.59 0.67
C: -1.14 -6.00 0.75
N: -2.29 -6.60 1.09
S: -2.00 -8.18 1.00
N: -0.45 -8.20 0.56
C: -0.08 -6.91 0.46
H: 2.37 -4.69 -0.26
H: 0.55 -3.15 0.20
H: -1.69 -3.88 0.89
C: 4.96 0.10 1.33
C: 3.95 0.72 2.28
O: 2.98 1.51 1.57
C: 2.01 0.83 0.97
O: 1.87 -0.36 0.99
O: 1.22 1.70 0.34
C: 0.16 1.10 -0.41
H: 5.42 0.87 0.71
H: 5.74 -0.41 1.89
H: 4.48 -0.62 0.67
H: 4.45 1.41 2.96
H: 3.45 -0.04 2.88
H: -0.42 0.42 0.20
H: 0.56 0.58 -1.28
H: -0.48 1.91 -0.74
C: -5.34 5.41 -2.43
C: -4.97 5.10 -0.99
O: -3.69 4.46 -0.90
C: -2.64 5.27 -1.01
O: -2.67 6.46 -1.15
O: -1.54 4.52 -0.94
C: -0.32 5.24 -1.11
H: -5.28 4.51 -3.04
H: -6.35 5.81 -2.48
H: -4.66 6.14 -2.86
H: -5.68 4.40 -0.57
H: -4.98 6.00 -0.38
H: -0.27 6.09 -0.43
H: -0.22 5.58 -2.14
H: 0.49 4.55 -0.88

## Properties
Molar mass: 401.47 g mol⁻¹
Lowest unoccupied orbital energy: -0.0225 Ha
Orbital gap: 8.22 eV
Electronic energy: -54288.6588 eV
Multiplicity: 1
Highest occupied orbital energy: -8.83 eV

# 4
The molecule C2H2N4O at a distorted geometry. Source: the OMol25 dataset; level of theory: the ωB97M-V functional and the def2-TZVPD basis.

Element x y z (Å)
O: 1.58 -1.92 -0.92
C: 1.02 -0.85 -0.52
N: -0.28 -0.70 -1.05
C: -1.01 0.11 -0.36
N: -0.55 0.44 1.05
N: 0.73 0.76 1.11
N: 1.56 0.20 0.33
H: -1.98 0.51 -0.96
H: -1.06 1.44 1.33

## Properties
Molar mass: 98.06 g mol⁻¹
SMILES: O=c1nc[nH]nn1
Lowest unoccupied orbital energy: -0.0287 Ha
Orbital gap: 9.24 eV
Electronic energy: -10110.4994 eV
Multiplicity: 1
Relative energy (zero: lowest compared OMol25 entry of this formula, charge and spin): 1.806 eV
Highest occupied orbital energy: -10.02 eV

# 5
C6H22BClCrN6O16 as an isolated structure at a distorted geometry. Source: the OMol25 dataset; level of theory: the ωB97M-V functional and the def2-TZVPD basis.

Element x y z (Å)
Cr: 0.77 -2.87 -2.98
Cl: -0.24 -0.10 -0.53
O: 0.06 -0.62 -1.88
O: 0.04 1.33 -0.50
O: -1.59 -0.26 -0.18
O: 0.59 -0.76 0.44
B: 2.54 -3.32 -1.71
H: 3.55 -3.22 -2.07
H: 1.99 -2.39 -1.70
H: 2.03 -4.10 -2.26
H: 2.56 -3.64 -0.68
C: -0.14 4.66 1.27
N: 0.84 4.95 0.24
O: 1.92 4.40 0.25
O: 0.57 5.92 -0.48
H: -0.63 3.71 1.05
H: -0.90 5.43 1.36
H: 0.49 4.50 2.15
C: -2.33 -0.46 -4.71
N: -2.00 -1.96 -4.66
O: -2.95 -2.74 -4.90
O: -0.96 -2.24 -4.08
H: -2.27 0.00 -3.72
H: -3.36 -0.42 -5.08
H: -1.60 -0.06 -5.41
C: -0.87 -3.46 1.25
N: -0.11 -3.96 0.02
O: -0.31 -3.35 -1.02
O: 0.47 -5.05 0.06
H: -1.82 -3.01 0.97
H: -0.25 -2.81 1.87
H: -1.10 -4.40 1.76
C: -3.63 0.74 1.97
N: -4.32 2.05 1.93
O: -3.67 3.11 2.06
O: -5.53 2.05 1.75
H: -2.58 0.95 2.17
H: -3.73 0.22 1.01
H: -4.12 0.23 2.80
C: 0.45 0.25 4.09
N: 1.09 1.58 3.64
O: 0.40 2.61 3.57
O: 2.31 1.48 3.40
H: 0.68 -0.55 3.39
H: -0.62 0.46 3.96
H: 0.75 0.13 5.13
C: 3.84 0.74 -0.04
N: 4.05 0.64 -1.53
O: 3.82 1.56 -2.28
O: 4.39 -0.42 -2.01
H: 3.03 0.06 0.23
H: 3.63 1.80 0.06
H: 4.75 0.63 0.55

## Properties
Molar mass: 532.53 g mol⁻¹
Lowest unoccupied orbital energy (spin up / spin down): -0.0862 / -0.0919 Ha
Orbital gap (spin up / spin down): 7.65 / 7.50 eV
Electronic energy: -89870.6422 eV
⟨S²⟩: 6.018
Multiplicity: 5
Highest occupied orbital energy (spin up / spin down): -10.00 / -10.00 eV

# 6
A 2-piece molecular cluster, C6H8N3O3S overall at a distorted geometry. Source: the OMol25 dataset; level of theory: the ωB97M-V functional and the def2-TZVPD basis.

Element x y z (Å)
C: -0.91 -1.71 -0.97
C: -1.44 -0.86 1.33
C: -0.39 -0.46 -1.21
C: -0.82 0.28 0.98
C: -1.39 -2.08 0.38
C: -0.09 0.48 -0.19
N: 0.42 3.91 -0.02
N: -0.02 2.74 0.28
N: 0.38 1.74 -0.42
O: 2.37 -2.11 -0.27
O: 2.77 0.05 -1.40
O: 2.93 -0.12 1.05
S: 2.43 -0.68 -0.18
H: -1.09 -2.45 -1.72
H: -2.19 -0.70 2.22
H: -0.40 -0.23 -2.25
H: -0.79 1.00 1.78
H: -2.31 -2.51 0.29
H: -0.73 -2.77 0.82
H: 0.08 4.51 0.64
H: 1.20 1.97 -1.13

## Properties
Molar mass: 202.22 g mol⁻¹
Charge: -1
Lowest unoccupied orbital energy (spin up / spin down): 0.1344 / 0.1161 Ha
Orbital gap (spin up / spin down): 6.77 / 6.06 eV
Electronic energy: -27796.4918 eV
Multiplicity: 1
Relative energy (zero: lowest compared OMol25 entry of this formula, charge and spin): 2.977 eV
Highest occupied orbital energy (spin up / spin down): -3.12 / -2.90 eV

# 7
A 4-piece molecular cluster, C2H10O5 overall. Source: the OMol25 dataset; level of theory: the ωB97M-V functional and the def2-TZVPD basis.

Element x y z (Å)
C: 0.25 -2.45 -1.82
C: 0.05 -1.05 -1.25
O: 0.26 -0.77 -0.10
O: -0.51 -0.21 -2.13
H: 1.29 -2.73 -1.85
H: -0.30 -3.08 -1.12
H: -0.16 -2.50 -2.83
H: -0.37 0.70 -1.79
O: 1.26 2.17 1.80
H: 0.64 1.54 2.19
H: 1.29 2.88 2.45
O: -1.81 -0.56 3.35
H: -1.18 -0.22 2.69
H: -1.57 -1.48 3.48
O: -0.03 2.35 -1.09
H: 0.65 2.31 -0.40
H: 0.25 3.13 -1.58

## Properties
Molar mass: 114.10 g mol⁻¹
SMILES: CC(=O)O.O.O.O
Lowest unoccupied orbital energy: 0.0166 Ha
Orbital gap: 10.74 eV
Electronic energy: -12474.3884 eV
Multiplicity: 1
Relative energy (zero: lowest compared OMol25 entry of this formula, charge and spin): 0.451 eV
Highest occupied orbital energy: -10.28 eV

# 8
C4H4N4 as an isolated structure at a distorted geometry. Source: the OMol25 dataset; level of theory: the ωB97M-V functional and the def2-TZVPD basis.

Element x y z (Å)
C: -0.68 -0.20 0.47
C: 0.66 -0.04 0.19
N: 1.59 -1.00 -0.03
N: -1.54 -1.11 0.06
C: -1.01 1.63 0.01
C: 0.94 1.33 -0.20
N: -1.84 2.44 -0.03
N: 1.82 2.14 -0.27
H: 1.40 -1.93 0.33
H: 2.54 -0.67 -0.07
H: -1.40 -1.55 -0.85
H: -2.50 -1.04 0.39

## Properties
Molar mass: 108.10 g mol⁻¹
Lowest unoccupied orbital energy: -0.0277 Ha
Orbital gap: 8.24 eV
Electronic energy: -10168.5126 eV
Multiplicity: 1
Relative energy (zero: lowest compared OMol25 entry of this formula, charge and spin): 4.325 eV
Highest occupied orbital energy: -8.99 eV

# 9
A 4-piece molecular cluster, C9H26N5O7P overall. Source: the OMol25 dataset; level of theory: the ωB97M-V functional and the def2-TZVPD basis.

Element x y z (Å)
C: 0.91 -1.00 4.13
N: 1.08 0.26 3.36
O: 0.95 1.31 3.95
O: 1.31 0.15 2.18
H: 0.70 -0.74 5.16
H: 0.08 -1.54 3.67
H: 1.83 -1.57 4.03
C: -5.28 -3.64 2.29
N: -3.95 -3.14 1.85
O: -3.14 -2.84 2.71
O: -3.76 -3.06 0.66
H: -5.30 -3.66 3.37
H: -6.02 -2.97 1.87
H: -5.40 -4.64 1.86
C: 4.62 1.56 0.64
N: 5.89 1.71 -0.13
O: 5.91 1.32 -1.27
O: 6.82 2.21 0.46
H: 3.89 1.10 -0.01
H: 4.83 0.95 1.51
H: 4.31 2.55 0.95
C: -1.82 1.04 1.34
C: -1.93 -0.25 0.53
C: -1.21 -0.16 -0.81
N: -1.24 -1.44 -1.51
P: -0.96 -1.62 -3.17
O: -2.10 -0.62 -3.84
N: 0.48 -0.69 -3.33
C: 0.58 0.77 -3.45
C: 1.20 1.49 -2.24
C: 2.01 2.74 -2.61
H: -2.18 1.91 0.79
H: -2.42 0.97 2.25
H: -0.78 1.22 1.64
H: -1.48 -1.07 1.10
H: -2.98 -0.50 0.37
H: -1.67 0.65 -1.40
H: -0.16 0.10 -0.64
H: -2.09 -1.95 -1.28
H: -2.21 0.24 -3.43
H: 0.94 -1.10 -4.13
H: 1.20 0.98 -4.33
H: -0.40 1.22 -3.67
H: 0.40 1.79 -1.55
H: 1.83 0.77 -1.70
H: 1.45 3.66 -2.42
H: 2.30 2.75 -3.67
H: 2.93 2.79 -2.03

## Properties
Molar mass: 347.31 g mol⁻¹
SMILES: C[N+](=O)[O-].C[N+](=O)[O-].C[N+](=O)[O-].CCCNP(O)NCCC
Lowest unoccupied orbital energy: -0.0019 Ha
Orbital gap: 8.61 eV
Electronic energy: -40819.0084 eV
Multiplicity: 1
Highest occupied orbital energy: -8.67 eV

# 10
A 3-piece molecular cluster, C24H44NO10 overall at a distorted geometry. Source: the OMol25 dataset; level of theory: the ωB97M-V functional and the def2-TZVPD basis.

Element x y z (Å)
C: 0.30 -1.70 -4.30
C: 0.73 -0.81 -3.15
O: 2.16 -0.80 -3.11
C: 2.73 -0.65 -1.82
C: 3.19 0.78 -1.59
O: 4.32 0.81 -0.74
C: 4.16 1.37 0.56
C: 4.08 0.27 1.63
O: 3.15 0.51 2.68
C: 1.87 -0.10 2.54
C: 0.86 0.85 1.91
C: -0.49 0.18 1.72
C: -1.67 1.12 1.38
C: -1.78 1.27 -0.14
C: -2.95 0.40 1.85
N: -1.62 2.41 2.10
O: -2.56 3.22 1.78
C: -0.30 3.05 2.25
C: 0.22 3.69 0.97
C: -0.46 4.19 3.27
C: 0.67 2.04 2.84
H: 0.37 -1.14 -5.23
H: -0.71 -2.08 -4.16
H: 1.00 -2.52 -4.35
H: 0.38 0.21 -3.33
H: 0.30 -1.18 -2.23
H: 2.06 -1.00 -1.03
H: 3.63 -1.26 -1.80
H: 3.50 1.15 -2.56
H: 2.38 1.43 -1.25
H: 5.06 1.94 0.76
H: 3.34 2.07 0.64
H: 5.05 0.20 2.11
H: 3.91 -0.69 1.15
H: 1.92 -1.04 1.99
H: 1.53 -0.30 3.56
H: 1.25 1.15 0.94
H: -0.40 -0.51 0.89
H: -0.75 -0.43 2.58
H: -2.30 2.18 -0.43
H: -2.32 0.43 -0.55
H: -0.80 1.29 -0.60
H: -2.92 -0.62 1.50
H: -3.80 0.91 1.41
H: -3.02 0.45 2.93
H: 0.39 2.98 0.17
H: 1.19 4.13 1.20
H: -0.43 4.47 0.61
H: -1.21 3.95 4.01
H: 0.51 4.41 3.72
H: -0.77 5.09 2.77
H: 0.18 1.67 3.74
H: 1.61 2.52 3.09
C: -2.87 -0.77 7.83
C: -1.66 -0.98 6.95
C: -1.41 0.11 5.93
O: -0.77 -0.61 4.87
C: -1.16 -1.91 4.94
O: -0.96 -2.72 4.10
O: -1.82 -2.14 6.11
H: -3.78 -0.87 7.24
H: -2.91 -1.52 8.62
H: -2.84 0.22 8.29
H: -0.77 -1.14 7.57
H: -0.77 0.90 6.30
H: -2.34 0.54 5.55
C: -0.58 -3.01 -10.03
C: -0.53 -2.90 -8.52
C: -0.91 -4.17 -7.79
O: -1.47 -3.66 -6.57
C: -1.94 -2.41 -6.82
O: -2.62 -1.79 -6.07
O: -1.52 -1.98 -8.03
H: -1.61 -3.10 -10.37
H: -0.17 -2.11 -10.49
H: -0.01 -3.87 -10.38
H: 0.45 -2.55 -8.20
H: -0.06 -4.81 -7.58
H: -1.68 -4.74 -8.31

## Properties
Molar mass: 506.61 g mol⁻¹
Lowest unoccupied orbital energy (spin up / spin down): 0.0224 / 0.0170 Ha
Orbital gap (spin up / spin down): 8.90 / 9.65 eV
Electronic energy: -47564.2661 eV
⟨S²⟩: 0.754
Multiplicity: 2
Relative energy (zero: lowest compared OMol25 entry of this formula, charge and spin): 0.060 eV
Highest occupied orbital energy (spin up / spin down): -8.29 / -9.19 eV

# 11
C8H12N3S as an isolated structure at a distorted geometry. Source: the OMol25 dataset; level of theory: the ωB97M-V functional and the def2-TZVPD basis.

Element x y z (Å)
C: 0.23 1.10 -2.32
C: 1.24 0.08 -2.31
C: -0.59 1.36 -1.29
C: 1.06 -1.15 -1.76
C: -0.79 -1.04 -0.18
C: 0.83 0.57 1.99
C: -0.47 0.85 2.60
C: -0.38 0.83 0.07
N: -0.01 -1.66 -1.07
N: -1.74 -1.85 0.28
N: 0.80 0.92 0.60
S: -1.67 1.13 1.31
H: 0.21 1.76 -3.23
H: 2.24 0.30 -2.67
H: -1.31 2.20 -1.26
H: 2.00 -1.72 -1.71
H: 1.62 1.18 2.45
H: 1.17 -0.54 2.12
H: -1.07 0.05 3.12
H: -0.60 1.74 3.27
H: -2.26 -1.33 1.03
H: -2.10 -2.77 0.11
H: 0.00 -2.66 -1.12
H: 1.60 0.65 -0.05

## Properties
Molar mass: 182.27 g mol⁻¹
Charge: +1
Lowest unoccupied orbital energy: -0.1197 Ha
Orbital gap: 9.29 eV
Electronic energy: -23787.1269 eV
Multiplicity: 1
Relative energy (zero: lowest compared OMol25 entry of this formula, charge and spin): 2.445 eV
Highest occupied orbital energy: -12.55 eV

# 12
The molecule C4H5IN2 at a distorted geometry. Source: the OMol25 dataset; level of theory: the ωB97M-V functional and the def2-TZVPD basis.

Element x y z (Å)
C: 0.90 0.30 -0.73
C: 2.07 -0.31 -0.68
C: -0.13 0.28 0.26
C: -0.99 -0.94 -0.28
N: 0.44 -2.79 -0.35
N: -0.32 -1.98 -0.21
I: 3.45 -0.81 -2.28
H: 0.56 0.64 -1.72
H: 0.29 0.17 1.23
H: -0.80 1.18 0.18
H: 2.62 -0.60 0.19
H: -1.97 -0.83 -0.74

## Properties
Molar mass: 208.00 g mol⁻¹
Lowest unoccupied orbital energy: 0.0170 Ha
Orbital gap: 8.89 eV
Electronic energy: -15306.4394 eV
Multiplicity: 1
Relative energy (zero: lowest compared OMol25 entry of this formula, charge and spin): 3.105 eV
Highest occupied orbital energy: -8.43 eV

# 13
A 2-piece molecular cluster, C4H4BrClN2 overall at a distorted geometry. Source: the OMol25 dataset; level of theory: the ωB97M-V functional and the def2-TZVPD basis.

Element x y z (Å)
Cl: -3.44 1.74 0.12
C: -1.80 1.41 -0.09
C: -1.10 1.15 1.12
N: 0.19 0.81 1.16
C: 0.75 0.63 -0.05
C: 0.12 1.10 -1.20
N: -1.13 1.52 -1.25
H: -1.74 1.20 2.08
H: 1.77 0.26 -0.20
H: 0.77 1.18 -2.17
Br: -1.51 -2.26 -0.06
H: -1.33 -3.60 -0.46

## Properties
Molar mass: 195.45 g mol⁻¹
SMILES: Clc1cnccn1.Br
Lowest unoccupied orbital energy: 0.0034 Ha
Orbital gap: 9.77 eV
Electronic energy: -89757.1596 eV
Multiplicity: 1
Relative energy (zero: lowest compared OMol25 entry of this formula, charge and spin): 0.000 eV
Highest occupied orbital energy: -9.68 eV

# 14
The molecule C3H5NOS at a distorted geometry. Source: the OMol25 dataset; level of theory: the ωB97M-V functional and the def2-TZVPD basis.

Element x y z (Å)
O: 1.27 -0.85 0.32
C: 0.43 -0.22 -0.23
S: 0.54 0.12 -1.98
C: -0.76 0.28 0.55
C: -1.24 -0.45 1.74
N: -0.47 0.84 1.82
H: -0.58 0.83 -2.16
H: -1.49 0.69 -0.13
H: -0.76 -1.40 2.03
H: -2.30 -0.46 2.02
H: -1.08 1.63 2.10

## Properties
Molar mass: 103.15 g mol⁻¹
SMILES: O=C(S)[C@H]1CN1
Lowest unoccupied orbital energy: 0.0216 Ha
Orbital gap: 10.37 eV
Electronic energy: -17563.3867 eV
Multiplicity: 1
Relative energy (zero: lowest compared OMol25 entry of this formula, charge and spin): 1.881 eV
Highest occupied orbital energy: -9.78 eV